No. 1
Computed, not measured: a structure of composition C6H13MgO5Sc at a distorted geometry, with ωB97M-V/def2-TZVPD.

Cartesian coordinates (Å):
O1 -0.44 -0.76 -0.57
C1 -1.67 -1.44 -0.37
C2 -2.65 -0.56 0.40
O2 -2.63 0.74 -0.20
C3 -3.61 1.63 0.35
Mg1 -0.78 1.23 -0.86
H1 -1.52 -2.38 0.18
H2 -2.09 -1.69 -1.36
H3 -2.36 -0.46 1.46
H4 -3.67 -0.98 0.34
H5 -3.39 2.64 -0.03
H6 -4.61 1.33 0.01
H7 -3.56 1.62 1.44
O3 0.66 0.94 0.70
C4 0.63 -0.36 0.80
O4 1.76 -1.06 0.60
C5 3.01 -0.42 0.75
O5 3.25 0.49 -0.29
C6 3.62 -0.11 -1.55
Sc1 2.05 2.19 -0.29
H8 0.04 -0.76 1.63
H9 3.76 -1.22 0.71
H10 3.06 0.10 1.71
H11 3.76 0.71 -2.27
H12 4.56 -0.65 -1.43
H13 2.81 -0.77 -1.90

- Highest occupied orbital energy (alpha / beta): -20.9 / -21.1 eV
- Spin multiplicity: 2
- LUMO energy (alpha / beta): -13.4 / -14.1 eV
- Max |F|: 0.0729 hartree/bohr
- Total charge: +3

***

No. 2
Computed, not measured: the ion C6H13N with charge -1 at a distorted geometry, with ωB97M-V/def2-TZVPD.

Cartesian coordinates (Å):
C1 1.02 -0.96 1.85
N1 0.01 -0.05 1.22
C2 -0.24 -0.64 -0.13
C3 -0.47 0.56 -1.11
C4 0.73 1.47 -1.16
C5 0.80 2.74 -0.78
C6 -1.41 -1.58 -0.24
H1 2.00 -0.53 1.52
H2 1.03 -1.15 2.94
H3 0.97 -1.98 1.45
H4 -0.79 -0.01 1.84
H5 0.70 -1.06 -0.48
H6 -0.60 0.07 -2.10
H7 -1.44 1.09 -0.93
H8 1.48 1.14 -1.88
H9 1.60 3.42 -0.95
H10 -0.03 3.18 -0.24
H11 -1.71 -2.04 -1.20
H12 -2.38 -1.15 0.05
H13 -1.27 -2.51 0.33

- Highest occupied orbital energy (alpha / beta): 1.4 / -5.4 eV
- Spin multiplicity: 2
- LUMO energy (alpha / beta): 3.9 / 3.8 eV
- Max |F|: 0.0569 hartree/bohr
- Total charge: -1

***

Calculated relative energy (zero: lowest compared OMol25 entry of this formula, charge and spin), 0.0; 35.0 kcal/mol (same order as the records).
Calculated total energy, -1572.3146; -291.0486 Eh (same order as the records).